[1]
{"formula": "C7H13N5", "method": "wB97M-V/def2-TZVPD", "gap_ev": [5.444, 6.413], "multiplicity": 3, "lumo_ev": [0.7, -1.0], "elements": ["C", "C", "C", "C", "C", "C", "C", "N", "N", "N", "N", "N", "H", "H", "H", "H", "H", "H", "H", "H", "H", "H", "H", "H", "H"], "xyz": [[-2.096470, 0.266683, 0.143683], [-1.067777, 0.829888, 1.900762], [-0.148712, 0.468447, 0.954711], [-0.676498, 0.705585, -2.491885], [-0.249806, -0.248041, -1.408287], [-0.816779, 1.174070, 3.401138], [1.274832, -1.946282, -0.379497], [-2.288858, 0.689606, 1.380718], [-0.798950, 0.110728, -0.146079], [1.245059, 0.657604, 0.860310], [1.284506, -1.524577, -2.686064], [0.741995, -1.165456, -1.470378], [-2.833811, 0.328129, -0.643039], [-0.261993, 0.697958, -3.530497], [-1.532393, 1.348516, -2.220523], [-1.033049, 0.470190, 4.173032], [0.170325, 1.482636, 3.428171], [-1.437657, 2.068133, 3.558663], [0.522852, -2.629807, 0.129483], [1.916855, -2.619066, -0.926937], [1.832550, -1.221481, 0.261336], [1.640155, 1.033744, 1.733960], [1.452360, 1.261785, 0.057287], [2.306679, -1.186649, -2.617122], [0.854586, -1.052344, -3.462947]], "forces_ev_per_a": [[-2.1, 0.7, 0.1], [0.9, -0.9, 2.7], [2.2, 1.2, 1.5], [0.3, 0.1, -1.0], [-2.1, 1.2, 0.5], [-2.1, 1.1, -2.8], [-0.2, -0.3, 0.1], [-1.2, -0.3, -1.1], [0.5, -1.0, -1.6], [0.6, 0.5, 0.6], [2.8, 0.3, -0.3], [-0.1, -0.2, 0.2], [-0.1, -0.6, 0.1], [-0.5, 0.2, 1.2], [0.7, -0.5, -0.5], [-0.2, -0.9, 0.1], [2.2, 0.6, 0.6], [0.2, -0.2, 0.3], [0.6, 1.2, -0.3], [0.5, -0.3, 0.4], [-0.6, -1.2, 0.0], [-0.3, -0.2, -0.9], [0.1, -0.1, 0.6], [-1.8, -0.7, -0.7], [-0.3, 0.2, 0.0]]}

***

[2]
{"formula": "C12H42N12O12", "method": "wB97M-V/def2-TZVPD", "smiles": "NC(N)=O.NC(N)=O.NC(N)=O.NC(N)=O.NC(N)=O.NC(N)=O.OCCO.OCCO.OCCO", "gap_ev": 8.414, "lumo_ev": -0.3, "elements": ["N", "C", "N", "O", "H", "H", "H", "H", "N", "C", "N", "O", "H", "H", "H", "H", "N", "C", "N", "O", "H", "H", "H", "H", "N", "C", "N", "O", "H", "H", "H", "H", "N", "C", "N", "O", "H", "H", "H", "H", "N", "C", "N", "O", "H", "H", "H", "H", "O", "C", "C", "O", "H", "H", "H", "H", "H", "H", "O", "C", "C", "O", "H", "H", "H", "H", "H", "H", "O", "C", "C", "O", "H", "H", "H", "H", "H", "H"], "xyz": [[16.496860, 8.587890, 9.127210], [17.395350, 7.752070, 8.682360], [17.214440, 7.755630, 7.395390], [18.290240, 7.217880, 9.294310], [16.414340, 8.685000, 10.129140], [15.908880, 9.045340, 8.445210], [17.886850, 7.230440, 6.854890], [16.404840, 8.222660, 7.012610], [16.311020, 8.087450, 13.275010], [16.252470, 7.766200, 14.542250], [15.717300, 8.719620, 15.272990], [16.727180, 6.845630, 15.058710], [16.888200, 7.412170, 12.794420], [16.050420, 8.995340, 12.917360], [15.691390, 8.520450, 16.262820], [15.187380, 9.478930, 14.869600], [13.799140, 12.125650, 7.006050], [13.960050, 10.878550, 6.880510], [13.280420, 10.422140, 5.904280], [14.821170, 10.223000, 7.454820], [13.019330, 12.608990, 6.583690], [14.301920, 12.534940, 7.780510], [12.610040, 11.002730, 5.420940], [13.299190, 9.420730, 5.774230], [19.699790, 12.693900, 9.840170], [18.604740, 11.986850, 9.578430], [17.954000, 12.579370, 8.646240], [18.277200, 11.002970, 10.183680], [19.877080, 13.513730, 9.277550], [20.341050, 12.094020, 10.339200], [17.196040, 12.079800, 8.203480], [18.310490, 13.463630, 8.312930], [13.410370, 6.250100, 12.769840], [12.478480, 6.419580, 13.640550], [12.715350, 7.509100, 14.343030], [11.519010, 5.748130, 13.680740], [13.354210, 5.620550, 11.982040], [14.192110, 6.879290, 12.884260], [12.085630, 7.896450, 15.031150], [13.286640, 8.223100, 13.914140], [9.471220, 11.698480, 12.619860], [8.724690, 12.671080, 13.014280], [7.501680, 12.284560, 12.682550], [9.119820, 13.744510, 13.470410], [9.070480, 10.836240, 12.279200], [10.469220, 11.780450, 12.751710], [7.231430, 11.379470, 12.324960], [6.780350, 12.973820, 12.839730], [13.825510, 12.220180, 14.379370], [14.812980, 12.196280, 15.335340], [16.166840, 12.733310, 14.636850], [16.876170, 11.877530, 13.840240], [13.645750, 13.143260, 14.186490], [14.549830, 12.761020, 16.229720], [14.944360, 11.213610, 15.788330], [16.819290, 13.057040, 15.447770], [15.950750, 13.617910, 14.037780], [16.334850, 11.262320, 13.340160], [12.599900, 16.455200, 8.951840], [11.970770, 15.116290, 8.797610], [12.465020, 14.118620, 9.915410], [13.799810, 13.565730, 9.524260], [12.237960, 16.861650, 9.742660], [10.893190, 15.109920, 8.633660], [12.437970, 14.701410, 7.904470], [11.774440, 13.281100, 10.014230], [12.481460, 14.595920, 10.895220], [14.430270, 14.227670, 9.817450], [16.050000, 10.319270, 11.441950], [14.796330, 10.885010, 11.054690], [13.554030, 9.999570, 11.490810], [13.622430, 9.657970, 12.918430], [16.735450, 10.736030, 10.914630], [14.746950, 11.957370, 11.243670], [14.865190, 11.014620, 9.974620], [13.360580, 9.127930, 10.865570], [12.652070, 10.573510, 11.278310], [13.527330, 10.444900, 13.460000]], "forces_ev_per_a": [[-2.2, 1.4, 3.4], [0.8, 0.7, 1.1], [1.1, -1.8, -5.1], [0.7, -1.0, 0.7], [-0.3, 0.5, -0.3], [-0.3, 0.3, 1.1], [-0.5, 0.2, -0.3], [0.6, -0.4, -0.5], [0.2, -1.0, -3.1], [-0.8, 3.5, -0.5], [-1.9, 2.7, 2.5], [2.5, -5.8, 2.1], [0.0, 0.6, -0.8], [0.4, -0.4, -0.3], [-0.3, 0.3, -0.2], [0.2, -0.4, 0.3], [0.0, 6.0, 2.1], [2.9, -2.2, 0.4], [-3.2, -3.5, -3.9], [0.6, -0.6, 1.1], [0.4, 0.1, 0.4], [-0.5, 0.5, 0.0], [0.1, -0.6, 0.0], [-0.2, 0.3, -0.3], [1.9, -0.1, 1.5], [1.2, 0.3, 1.5], [-3.7, 1.5, -3.7], [-0.5, -1.8, 0.7], [1.0, -0.6, 0.5], [0.8, 1.0, 0.0], [0.0, 0.4, -0.1], [-0.7, -0.5, -0.5], [4.3, -0.4, -3.4], [-0.5, 1.2, 0.1], [0.4, 3.1, 2.9], [-4.5, -3.1, 0.9], [-0.1, 0.1, 0.5], [0.4, -0.5, -0.7], [-0.2, -0.7, -0.2], [-0.1, -0.3, 0.1], [5.1, -3.2, -0.8], [-0.1, 2.0, 0.1], [-4.6, 1.8, 0.4], [-0.7, -0.6, -0.1], [0.6, 0.2, 0.2], [-0.2, -0.4, 0.0], [0.2, 0.5, 0.2], [-0.2, -0.4, 0.0], [-1.7, -0.6, -0.8], [2.9, 0.7, 0.1], [-1.3, 0.2, 2.0], [0.8, -1.1, -0.2], [-0.2, 0.0, -0.2], [0.1, 0.7, -0.1], [0.1, -0.3, -0.7], [0.2, 0.0, 0.0], [-0.6, 0.5, 0.2], [-0.2, 0.0, -0.4], [-1.0, -1.8, -0.3], [2.0, 0.1, 0.9], [0.3, 0.2, -1.4], [-1.8, 0.9, 0.9], [-0.2, 0.1, 0.1], [-0.1, 0.4, 0.4], [-0.1, 0.3, -0.2], [0.2, -0.2, -0.3], [0.3, 0.1, 0.0], [0.2, 0.1, 0.0], [-1.7, -0.1, 1.3], [0.0, -0.7, -1.1], [1.0, 1.6, 0.7], [0.2, -0.1, -1.9], [1.0, 0.1, -0.4], [-0.4, 0.0, 1.4], [-0.7, -0.8, -0.6], [0.9, -0.5, 0.5], [-0.1, 0.5, 0.3], [-0.1, 0.7, -0.2]]}

***

[3]
{"formula": "C9H15ClNO", "method": "wB97M-V/def2-TZVPD", "charge": 1, "smiles": "Cc1oc(CCl)[n+](C(C)C)c1C", "gap_ev": 9.797, "lumo_ev": -3.6, "elements": ["C", "C", "O", "C", "C", "Cl", "N", "C", "C", "C", "C", "C", "H", "H", "H", "H", "H", "H", "H", "H", "H", "H", "H", "H", "H", "H", "H"], "xyz": [[-1.977734, -1.282723, 2.791501], [-1.274797, -0.845316, 1.577665], [-1.872111, -0.926638, 0.305112], [-0.978914, -0.597844, -0.647246], [-1.576975, -0.506199, -2.021899], [-2.647865, 0.892709, -1.812955], [0.122111, -0.061921, -0.222753], [1.213879, 0.743775, -0.849448], [0.680697, 1.900142, -1.667843], [2.189449, -0.116443, -1.663955], [-0.071047, -0.241536, 1.278132], [0.996381, 0.006052, 2.234832], [-1.184175, -1.368854, 3.491774], [-2.459025, -2.246567, 2.676574], [-2.780716, -0.656140, 3.277855], [-2.137633, -1.395469, -2.124865], [-0.935581, -0.243950, -2.875606], [1.755799, 1.159537, -0.079321], [1.475875, 2.512039, -1.917572], [0.076953, 1.512077, -2.506796], [0.091339, 2.554167, -0.995028], [3.145383, 0.528569, -1.856977], [1.885109, -0.429101, -2.590046], [2.556842, -1.064473, -1.334382], [0.956177, 1.039382, 2.524532], [2.077625, -0.187792, 1.876329], [0.672953, -0.677483, 3.132386]], "forces_ev_per_a": [[-1.0, 0.3, 0.3], [1.4, 2.3, -3.4], [1.0, -1.2, -0.8], [-1.5, 1.2, -0.9], [0.6, 0.9, 0.7], [-0.7, 0.4, -0.4], [-1.5, -1.1, 4.5], [-0.3, -1.8, -2.1], [-2.4, -1.0, 1.3], [2.7, 1.9, 0.9], [0.1, -0.9, -0.7], [1.2, -1.2, 1.3], [0.5, -0.3, 1.1], [0.2, -0.3, -0.3], [1.0, 0.0, -1.0], [-0.8, -0.8, -0.8], [0.1, -0.7, 0.7], [0.9, 0.6, 2.1], [1.7, 0.9, -1.2], [0.5, 0.8, 0.2], [-0.2, -0.5, -0.5], [-1.7, -1.1, 0.4], [-1.5, 0.0, -2.7], [0.1, -0.4, 1.6], [0.2, 0.5, 0.6], [-1.9, -0.1, 0.6], [1.3, 1.5, -1.4]]}

***

Per-record relative energy (zero: lowest compared OMol25 entry of this formula, charge and spin), kJ/mol: 0.0, 513.2, 0.0